No. 1
The following is a DFT calculation (the ωB97M-V functional and the def2-TZVPD basis) of a structure of composition C17H15BrN6O2SSeV.

```
44
Properties=species:S:1:pos:R:3
V 0.1354 -0.1437 -0.6072
C -0.0319 5.3641 0.8128
C -0.3625 4.2708 -0.1634
C -0.9502 4.5322 -1.3973
C -1.2109 3.4993 -2.2859
C -0.8614 2.2301 -1.8891
Br -1.0492 0.6743 -2.9572
N -0.3249 1.9418 -0.7063
C -0.0802 2.9470 0.1389
H -0.4926 6.3047 0.5174
H 1.0478 5.5146 0.8598
H -0.3757 5.1137 1.8161
H -1.2000 5.5498 -1.6702
H -1.6526 3.6741 -3.2558
H 0.3643 2.6685 1.0862
N 5.2811 -3.8362 -2.3969
C 3.9066 -3.7031 -2.3138
C 3.0987 -4.7848 -1.9497
C 1.7266 -4.6387 -1.8575
C 1.1471 -3.4190 -2.1661
C 1.9351 -2.3466 -2.5700
C 3.3047 -2.4802 -2.6362
S -0.5662 -3.1362 -1.8928
O -1.0707 -2.3714 -3.0055
O -1.2131 -4.3572 -1.5166
N -0.5696 -2.0568 -0.6448
C 0.0355 -2.3043 0.5401
N 0.1954 -1.1409 1.2421
C 0.9010 -1.1851 2.3693
C 1.4047 -2.3702 2.8553
C 1.1794 -3.4994 2.0748
N 0.5227 -3.4896 0.9296
H 5.6864 -4.5946 -1.8748
H 5.8029 -2.9778 -2.3204
H 3.5585 -5.7375 -1.7139
H 1.0966 -5.4522 -1.5260
H 1.4759 -1.3988 -2.8249
H 3.9192 -1.6343 -2.9173
H 1.0545 -0.2408 2.8776
H 1.9680 -2.4173 3.7740
H 1.5645 -4.4660 2.3850
Se 5.0153 0.3603 -0.8977
C 3.2622 0.3325 -0.8760
N 2.0889 0.3118 -0.8615
```

Energy above the lowest of the compared OMol25 structures with the same formula, charge and spin = 0.0 kcal per mole
Multiplicity = 2
Total charge = 0

Löwdin atomic charge list, values in e, 6 entries: V 0.6940; C -0.0377; C -0.2374; C -0.0047; C -0.0666; C -0.6824

No. 2
The following is a DFT calculation (the ωB97M-V functional and the def2-TZVPD basis) of a cluster of 2 separate species, C12H23BrN3O5P2S3 in total in a non-equilibrium geometry.

```
49
Properties=species:S:1:pos:R:3
C 3.0946 3.5272 -0.5192
C 3.2107 2.0983 -1.0511
C 3.7636 1.0637 -0.0602
C 3.2731 1.1347 1.3778
N 2.0912 0.2496 1.6507
C 1.0248 0.4910 0.7650
C 0.1716 1.5883 0.8875
S 0.3085 2.7268 2.2323
C -0.8288 1.7731 -0.0675
C -1.6759 3.0171 0.0341
O -1.3306 3.9417 -0.6219
O -2.6828 3.1096 0.8926
N -3.2004 1.8881 1.3911
C -0.9925 0.8694 -1.1189
P -2.2582 1.0230 -2.4413
S -3.8738 1.9575 -1.9438
C -0.1263 -0.2086 -1.1621
O -0.2212 -1.1591 -2.1190
N 0.8537 -0.4017 -0.2400
P 1.9880 -1.8712 -0.3264
O 0.8426 -2.9849 -0.2417
Br 2.7475 -1.9004 -2.4404
H 3.8957 3.8096 0.1568
H 3.0879 4.2156 -1.3583
H 2.1346 3.6714 -0.0332
H 2.2134 1.7865 -1.3766
H 3.8278 2.0979 -1.9442
H 3.5844 0.0794 -0.4849
H 4.8452 1.1630 -0.0362
H 3.1153 2.1455 1.7395
H 4.0641 0.7238 1.9983
H 1.7268 0.4700 2.5722
H 0.2286 3.8781 1.5459
H -3.5682 1.3524 0.6110
H -2.4946 1.3909 1.9203
H -1.5711 1.6074 -3.5192
H -2.5257 -0.2999 -2.8097
H 0.3531 -0.9274 -2.8667
H -0.0066 -2.5664 -0.0033
C -2.5122 -4.9502 -0.3544
S -3.2716 -3.7033 0.6878
O -2.1925 -2.7044 1.0049
C -3.4722 -4.7494 2.1281
H -2.2630 -4.4872 -1.3072
H -1.6061 -5.3248 0.1223
H -3.2194 -5.7621 -0.5193
H -2.5018 -5.1343 2.4408
H -4.1475 -5.5683 1.8831
H -3.9035 -4.1471 2.9245
```

Multiplicity = 1
Total charge = +1
Energy = -5462.52849 hartree

Löwdin atomic charge list, values in e, 6 entries: C -0.0846; C -0.2384; C -0.1973; C -0.1702; N 0.0051; C -0.3084

No. 3
The following is a DFT calculation (the ωB97M-V functional and the def2-TZVPD basis) of a cluster of 9 separate species, C24H70N8O9 in total in a non-equilibrium geometry.

```
111
Properties=species:S:1:pos:R:3
C 20.5907 -6.0246 -18.7202
C 21.8044 -6.8703 -18.9705
O 21.9128 -7.7856 -17.9592
H 19.6691 -6.5569 -18.9556
H 20.5409 -5.1424 -19.3585
H 20.6828 -5.6877 -17.6877
H 22.7146 -6.2707 -18.9593
H 21.7720 -7.3999 -19.9226
H 22.4241 -7.3646 -17.2642
C 22.0054 -6.8890 -13.1120
C 21.2082 -7.3568 -11.8263
O 22.1547 -7.5278 -10.7919
H 23.0238 -7.2615 -13.0019
H 22.0308 -5.8048 -13.2217
H 21.7645 -7.2780 -14.1013
H 20.7466 -8.3443 -11.8270
H 20.5167 -6.6071 -11.4417
H 22.4598 -6.6315 -10.6333
C 23.1755 -12.2681 -13.6174
C 24.0715 -12.5702 -12.3593
O 23.8075 -11.5211 -11.4857
H 22.1126 -12.4295 -13.4373
H 23.4329 -12.9888 -14.3935
H 23.3437 -11.3261 -14.1394
H 25.1227 -12.7006 -12.6166
H 23.7942 -13.4860 -11.8373
H 22.8881 -11.5719 -11.2141
C 29.3244 -4.6546 -15.8609
O 28.4240 -4.6329 -14.9730
N 29.7409 -3.6699 -16.7003
N 30.2064 -5.6457 -15.9760
H 29.4592 -2.7055 -16.5969
H 30.4680 -3.9326 -17.3502
H 31.0786 -5.5646 -16.4788
H 29.9832 -6.4715 -15.4389
C 24.6317 -7.0394 -15.4382
O 23.5899 -6.5404 -15.8821
N 25.7194 -6.4175 -15.0883
N 24.8358 -8.3268 -15.5113
H 25.7120 -5.4100 -15.0177
H 26.4623 -6.8957 -14.5989
H 25.7447 -8.7364 -15.3489
H 24.1130 -9.0190 -15.6476
C 20.7279 -0.0159 -13.2928
C 21.4952 -1.3442 -12.9078
C 22.3724 -1.8854 -14.1088
O 21.5130 -2.4118 -15.1604
C 21.8016 -3.6900 -15.6743
N 22.4252 -0.9930 -11.9129
H 21.3383 0.8571 -13.5237
H 19.9229 0.4596 -12.7324
H 20.3006 -0.1240 -14.2897
H 20.9030 -2.1046 -12.3986
H 23.1081 -2.6386 -13.8269
H 22.8490 -1.0075 -14.5450
H 20.8352 -3.7995 -16.1665
H 21.9696 -4.4544 -14.9156
H 22.5545 -3.6162 -16.4590
H 21.8600 -0.5250 -11.2189
H 22.6349 -1.8247 -11.3797
C 24.9047 -3.7708 -9.0706
C 24.1236 -4.0652 -10.3004
C 24.9165 -4.9080 -11.3474
O 26.0208 -4.1692 -11.8086
C 25.6631 -3.0926 -12.7608
N 23.0057 -4.8538 -9.7657
H 24.4862 -2.9436 -8.4973
H 25.8895 -3.5704 -9.4926
H 25.0190 -4.6299 -8.4096
H 23.5396 -3.3144 -10.8326
H 24.2437 -5.2478 -12.1348
H 25.2967 -5.7559 -10.7777
H 24.9550 -2.4767 -12.2064
H 25.2502 -3.2956 -13.7489
H 26.5257 -2.4913 -13.0480
H 22.2934 -4.1764 -9.5334
H 23.1329 -5.1598 -8.8116
C 27.5458 -11.6347 -13.4008
C 28.6101 -10.8979 -14.1865
C 27.9737 -9.5799 -14.7137
O 27.0088 -9.9970 -15.6473
C 27.5161 -10.0988 -16.9926
N 29.7334 -10.5953 -13.3339
H 26.5282 -11.4463 -13.7430
H 27.3105 -11.3650 -12.3712
H 27.7276 -12.7062 -13.4833
H 29.0781 -11.6114 -14.8647
H 28.7302 -8.8872 -15.0826
H 27.5101 -8.9747 -13.9347
H 26.8188 -10.7595 -17.5075
H 28.4880 -10.5721 -17.1327
H 27.3925 -9.1440 -17.5036
H 30.1477 -11.4904 -13.1165
H 29.4176 -10.2343 -12.4450
C 26.2874 -3.9412 -18.1212
C 25.8783 -3.6383 -19.5888
C 25.1654 -2.2358 -19.7294
O 24.0849 -2.0831 -18.8899
C 23.6519 -0.7754 -18.7953
N 26.8974 -3.8332 -20.6119
H 25.5919 -4.0420 -17.2880
H 27.1671 -3.3215 -17.9476
H 26.6283 -4.9687 -17.9936
H 25.0757 -4.3503 -19.7808
H 24.9848 -2.1348 -20.7996
H 25.9994 -1.6299 -19.3753
H 22.6513 -0.8640 -18.3721
H 23.7899 -0.2538 -19.7424
H 24.3342 -0.2917 -18.0962
H 27.7659 -3.4128 -20.3134
H 27.2336 -4.7779 -20.7329
```

Energy above the lowest of the compared OMol25 structures with the same formula, charge and spin = 20.2 kcal per mole
Multiplicity = 2
Total charge = +1

Löwdin atomic charge list, values in e, 6 entries: C -0.0806; C -0.3641; O -0.0755; H 0.0811; H 0.0706; H 0.0517

No. 4
The following is a DFT calculation (the ωB97M-V functional and the def2-TZVPD basis) of a cluster of 2 separate species, C5H9NO in total in a non-equilibrium geometry.

```
16
Properties=species:S:1:pos:R:3
C 0.7029 0.3035 1.6763
C 0.6077 1.1590 0.4403
N 1.5965 0.9158 -0.6171
C 0.1912 0.6292 -0.8739
C -0.6011 -1.2605 -1.1585
C -1.7443 -1.5210 -0.3177
O -2.2235 -0.9209 0.6229
H 1.0780 -0.6934 1.4248
H 1.3853 0.7489 2.4078
H -0.2887 0.1989 2.1250
H 0.3168 2.1975 0.6214
H 1.9077 1.7716 -1.0851
H -0.3575 1.2383 -1.5687
H 0.3716 -0.8949 -0.8037
H -0.7812 -1.3758 -2.2292
H -2.1615 -2.4962 -0.6644
```

Energy above the lowest of the compared OMol25 structures with the same formula, charge and spin = 125.0 kcal per mole
Multiplicity = 1
Total charge = 0

Löwdin atomic charge list, values in e, 6 entries: C -0.0554; C -0.3420; N 0.0441; C -0.1440; C 0.0190; C -0.3650

No. 5
The following is a DFT calculation (the ωB97M-V functional and the def2-TZVPD basis) of a cluster of 7 separate species, C7H28N8O7 in total in a non-equilibrium geometry.

```
50
Properties=species:S:1:pos:R:3
N 22.6756 -0.3878 12.2668
C 22.2633 -1.1130 13.2501
N 21.9489 -2.3208 12.7977
O 21.9943 -0.6196 14.4941
H 22.9514 0.6269 12.4173
H 22.8739 -0.8830 11.3039
H 21.7463 -3.0808 13.4250
H 22.1801 -2.7360 11.8705
N 19.4451 -1.6744 15.0101
C 18.3516 -0.9520 14.7729
N 18.2811 -0.6524 13.4918
O 17.3361 -0.7454 15.6580
H 19.3066 -2.1145 15.9151
H 20.3631 -1.2673 14.8530
H 17.3781 -0.1616 13.2966
H 18.9112 -1.0720 12.7134
N 16.3889 -1.3965 18.4602
C 15.8533 -0.3441 19.0094
N 16.4985 0.7540 18.7184
O 14.6481 -0.4674 19.6829
H 15.9960 -2.3646 18.6053
H 17.1816 -1.4754 17.7790
H 16.0275 1.6585 19.0269
H 17.3376 0.9000 18.0838
N 19.9807 1.3871 13.5479
C 19.7575 2.4062 14.2818
N 18.4991 2.4769 14.6196
O 20.7029 3.4424 14.4830
H 20.9514 1.2298 13.2172
H 19.2820 0.5637 13.4437
H 18.1504 3.3014 15.1512
H 17.8654 1.7876 14.2628
C 18.9673 4.9379 16.9365
O 17.7916 4.5043 16.2074
H 18.8899 4.6913 18.0182
H 18.9946 6.0514 16.8904
H 19.8390 4.4604 16.5038
H 17.0565 5.0558 16.4912
C 19.8175 1.0730 17.3679
O 18.4878 1.4168 17.0876
H 20.3512 1.9612 17.7270
H 20.2993 0.6925 16.4720
H 19.8175 0.4350 18.2203
H 18.5638 1.8651 16.2095
C 14.3058 1.3506 15.7054
O 15.6896 1.5491 15.4598
H 13.9605 0.3168 15.8126
H 13.7737 1.7346 14.8464
H 14.0561 1.8354 16.5830
H 16.2267 0.9767 16.0577
```

Energy above the lowest of the compared OMol25 structures with the same formula, charge and spin = 133.6 kcal per mole
Multiplicity = 1
SMILES = NC(N)=O.NC(N)=O.NC(N)=O.NC(N)=O.CO.CO.CO
Total charge = 0

Löwdin atomic charge list, values in e, 6 entries: N 0.1343; C -0.6292; N 0.1415; O -0.1077; H 0.1643; H 0.1768